3 unconnected molecules or ions with the total composition C19H23BClF4N5O9P at a distorted geometry, computed with ωB97M-V with the def2-TZVPD basis set.

Values from the calculation:
- charge = +1
- total energy (Ha) = -2914.2703
- HOMO-LUMO gap (eV) = 7.11
- multiplicity = 1
- E_HOMO (eV) = -11.537
- M (g/mol) = 618.65

Last column: Mulliken charge in e.
Atoms and positions in Å:
C (0.83375, -1.93928, 0.93214)  -0.400
N (0.17789, -2.40412, -0.30008)  0.497
B (-0.93443, -3.43427, -0.11144)  0.545
O (-0.63256, -4.72705, 0.17778)  -0.526
O (-2.15814, -2.89971, -0.17170)  -0.483
C (0.47715, -1.97579, -1.46062)  -0.779
N (1.47458, -1.00360, -1.58113)  0.661
C (1.08528, 0.13241, -2.40406)  -1.010
O (-0.18758, 0.51727, -1.88606)  -0.320
C (-0.84397, 1.41780, -2.66162)  0.922
F (-1.91378, 1.83926, -1.97550)  -0.250
F (-1.26083, 0.89365, -3.82562)  -0.249
F (-0.06977, 2.48226, -2.94874)  -0.293
C (2.82421, -1.56123, -1.82659)  -0.604
C (3.68205, -0.78559, -2.80731)  0.455
O (3.90045, -1.08468, -3.94263)  -0.437
Cl (4.45002, 0.65608, -2.09828)  -0.148
N (-0.28387, -2.57277, -2.51350)  0.480
F (-1.31945, -1.69869, -2.95228)  -0.244
P (0.65981, -3.31058, -3.73607)  0.092
C (-0.59328, -4.05733, -4.81626)  -1.004
O (1.25768, -2.10938, -4.67853)  -0.463
H (0.58865, -0.88869, 1.04581)  0.419
H (1.90544, -2.00275, 0.84834)  0.359
H (0.44745, -2.48253, 1.78490)  -0.269
H (-0.97778, -5.29689, -0.51437)  0.316
H (-2.84433, -3.56964, -0.23325)  0.337
H (1.75365, 0.96349, -2.24462)  0.620
H (1.02849, -0.12044, -3.46228)  0.466
H (2.81465, -2.59220, -2.15797)  0.428
H (3.36524, -1.55307, -0.88613)  0.493
H (-0.05811, -4.42747, -5.67779)  0.376
H (-1.15348, -4.82595, -4.30884)  0.349
H (-1.23149, -3.25978, -5.18168)  0.362
H (2.14375, -2.38233, -4.93584)  0.339
C (-1.31185, 5.28083, -2.02390)  -0.260
C (-0.65518, 5.54039, -0.82862)  -0.429
C (-1.04783, 6.60626, -0.03636)  -0.371
C (-2.09997, 7.39694, -0.45610)  0.008
C (-2.76186, 7.15962, -1.64555)  -0.294
C (-2.36129, 6.09259, -2.43328)  -0.674
N (-2.53387, 8.51691, 0.39403)  1.010
O (-1.92084, 8.70951, 1.42124)  -0.602
O (-3.47795, 9.17360, 0.01619)  -0.599
H (-1.00788, 4.45169, -2.63543)  0.534
H (0.16394, 4.90944, -0.51101)  0.380
H (-0.54025, 6.81239, 0.89369)  0.447
H (-3.57898, 7.79216, -1.95763)  0.460
H (-2.87085, 5.89235, -3.36535)  0.383
C (0.75974, -1.81400, 7.96235)  -0.401
C (-0.51632, -1.99982, 7.44647)  -0.525
C (-0.68063, -2.45916, 6.15179)  -0.265
C (0.44511, -2.72886, 5.39314)  0.179
C (1.72467, -2.54460, 5.88793)  -0.305
C (1.87769, -2.08257, 7.18299)  -0.528
N (0.27565, -3.23444, 4.03210)  1.043
O (-0.85078, -3.36890, 3.59934)  -0.611
O (1.27311, -3.49080, 3.37656)  -0.648
H (0.88358, -1.45988, 8.97656)  0.392
H (-1.38372, -1.78923, 8.05524)  0.381
H (-1.67085, -2.60528, 5.74760)  0.444
H (2.59116, -2.75833, 5.28081)  0.432
H (2.86888, -1.93521, 7.58708)  0.380


A molecular structure, C19H23BCoF3N8O2S at a distorted geometry, computed with ωB97M-V with the def2-TZVPD basis set.

Values from the calculation:
- charge = -1
- total energy (Ha) = -3431.9176
- HOMO-LUMO gap (alpha / beta) (eV) = 6.14 / 6.13
- multiplicity = 2
- E_HOMO (alpha / beta) (eV) = -3.663 / -3.658
- M (g/mol) = 554.25
- energy above the lowest of the compared OMol25 structures with the same formula, charge and spin (kJ/mol) = 89.1

Last column: Löwdin spin population.
Atoms and positions in Å:
Co (0.23900, -0.06660, 0.20740)  0.959
C (1.92330, -4.09740, -0.49090)  0.000
C (1.49210, -3.08090, 0.36420)  0.001
N (0.94870, -2.10180, -0.33470)  0.011
N (1.00380, -2.44300, -1.61640)  0.000
C (1.58640, -3.64300, -1.74950)  0.000
B (0.38830, -1.53030, -2.68200)  0.000
N (1.12650, -0.19010, -2.64460)  0.002
C (1.62260, 0.47150, -3.69710)  0.000
C (2.14320, 1.66590, -3.25080)  0.001
C (1.90770, 1.64690, -1.87600)  0.001
N (1.30060, 0.52300, -1.53230)  0.028
N (-1.05920, -1.28550, -2.26690)  -0.001
C (-2.18470, -1.53450, -2.95030)  0.000
C (-3.25340, -1.15110, -2.17000)  0.000
C (-2.66590, -0.66420, -1.00050)  -0.001
N (-1.35200, -0.76120, -1.08210)  -0.007
H (2.40610, -5.01900, -0.22890)  0.000
H (1.55240, -3.01950, 1.43310)  0.000
H (1.72020, -4.09090, -2.71400)  0.000
H (0.45820, -2.02190, -3.76360)  0.000
H (1.56780, 0.05280, -4.68330)  0.000
H (2.60510, 2.43530, -3.83450)  0.000
H (2.14980, 2.39500, -1.14720)  0.000
H (-2.15120, -1.95780, -3.93410)  0.000
H (-4.29740, -1.20040, -2.41470)  0.000
H (-3.12950, -0.25160, -0.12550)  0.000
F (-1.24210, 6.39170, -0.55060)  0.000
C (-2.03730, 5.28520, -0.44590)  0.000
F (-3.12920, 5.74390, 0.24590)  0.000
F (-2.48420, 5.05330, -1.67240)  0.000
C (-1.34990, 4.19940, 0.31610)  0.000
C (-0.95060, 4.56450, 1.58610)  0.000
C (-0.31840, 3.63330, 2.39810)  0.000
C (-0.12650, 2.35920, 1.88450)  0.001
N (-0.47760, 1.98930, 0.66890)  0.009
C (-1.07460, 2.88230, -0.17240)  0.001
S (-1.43670, 2.40290, -1.73190)  -0.001
H (-1.13660, 5.57460, 1.92890)  0.000
H (0.02690, 3.88920, 3.38700)  0.000
H (0.35910, 1.58820, 2.46800)  0.000
C (2.79620, -0.30040, 1.97580)  -0.002
O (1.45760, -0.12670, 1.82130)  -0.022
H (3.38910, 0.54760, 1.58240)  0.000
H (3.18030, -1.21370, 1.48190)  0.000
H (3.04710, -0.39500, 3.05880)  -0.001
C (-1.72970, -2.08720, 5.04310)  0.000
N (-1.97890, -1.52600, 3.73850)  0.001
C (-3.31950, -1.21900, 3.28530)  0.000
C (-0.99250, -1.31170, 2.84150)  0.002
O (-1.23060, -0.91560, 1.72050)  0.018
H (-2.66800, -2.15350, 5.59010)  0.000
H (-1.03800, -1.46100, 5.61370)  0.000
H (-1.30170, -3.09210, 4.96440)  0.000
H (-4.04230, -1.44920, 4.06160)  0.000
H (-3.54520, -1.79130, 2.38250)  0.000
H (-3.38090, -0.16060, 3.02400)  0.000
H (0.01940, -1.51240, 3.21840)  0.000


A molecular structure, C19H23BCrN7O5S, computed with ωB97M-V with the def2-TZVPD basis set.

Values from the calculation:
- total energy (Ha) = -2964.9851
- HOMO-LUMO gap (alpha / beta) (eV) = 7.78 / 8.29
- multiplicity = 2
- E_HOMO (alpha / beta) (eV) = -8.301 / -8.307
- M (g/mol) = 524.31
- energy above the lowest of the compared OMol25 structures with the same formula, charge and spin (kJ/mol) = 0.0

Last column: Löwdin spin population.
Atoms and positions in Å:
Cr (0.15770, -0.61261, -0.18814)  0.966
O (-0.13197, -1.59288, 1.77696)  0.001
C (0.16530, -2.98144, 1.90942)  0.000
C (-0.27220, -3.65188, 0.63152)  0.000
N (0.29861, -2.89619, -0.49380)  -0.012
C (-0.49926, -3.13026, -1.70844)  -0.001
C (-1.75791, -2.28303, -1.61790)  0.003
O (-2.80894, -2.64091, -2.10137)  0.008
O (-1.55516, -1.17286, -0.97552)  0.018
C (1.69655, -3.24533, -0.74119)  -0.001
C (2.34477, -2.08540, -1.48078)  0.002
O (3.45614, -2.17710, -1.95504)  0.005
O (1.59980, -1.02232, -1.50616)  0.005
H (-1.03957, -1.39322, 2.04728)  0.000
H (-0.32942, -3.39973, 2.78602)  0.000
H (1.24228, -3.04611, 2.06383)  0.000
H (-1.36050, -3.60450, 0.55438)  0.000
H (0.02242, -4.70615, 0.59327)  0.000
H (-0.74446, -4.18735, -1.83302)  0.000
H (0.07113, -2.79431, -2.57506)  0.000
H (1.79412, -4.16644, -1.32193)  0.000
H (2.22804, -3.39216, 0.19951)  0.000
B (0.58712, 2.23701, 1.76791)  0.000
N (1.68887, 1.13642, 1.81968)  0.001
C (2.77441, 1.16301, 2.59733)  0.004
C (3.59531, 0.10113, 2.26030)  0.002
C (2.90975, -0.54003, 1.23642)  0.003
N (1.75961, 0.08905, 0.97634)  -0.005
N (-0.80525, 1.54724, 1.83052)  -0.001
C (-1.83699, 1.90977, 2.59847)  -0.001
C (-2.93527, 1.13446, 2.26740)  0.000
C (-2.47479, 0.30594, 1.24940)  0.001
N (-1.18617, 0.56824, 0.99105)  0.001
H (0.70631, 2.91326, 2.75734)  0.000
H (0.68295, 2.87929, 0.75531)  0.000
H (2.89171, 1.94434, 3.32847)  0.000
H (4.54853, -0.16007, 2.68398)  0.000
H (3.21605, -1.40275, 0.67005)  0.000
H (-1.71621, 2.69894, 3.32076)  0.000
H (-3.92425, 1.17445, 2.68803)  0.000
H (-2.99306, -0.44254, 0.67354)  0.000
N (2.57185, 1.45376, -1.48199)  0.000
C (1.32028, 1.90260, -1.61197)  0.000
N (0.21559, 1.22191, -1.36382)  0.000
C (-0.91205, 2.01858, -1.66921)  0.001
C (-2.24692, 1.62305, -1.66684)  0.000
C (-3.22813, 2.54729, -1.98200)  0.000
C (-2.91402, 3.86247, -2.31479)  0.000
C (-1.59155, 4.26228, -2.36324)  0.000
C (-0.61556, 3.32929, -2.05024)  0.000
S (1.10443, 3.55040, -2.13054)  0.000
H (2.69155, 0.44611, -1.48493)  0.000
H (3.32639, 2.03904, -1.79144)  0.000
H (-2.50501, 0.60190, -1.44458)  0.000
H (-4.26279, 2.22973, -1.97699)  0.000
H (-3.69952, 4.56654, -2.55450)  0.000
H (-1.32064, 5.27005, -2.64906)  0.000


C19H23BN2O4 in the gas phase at a distorted geometry, computed with ωB97M-V with the def2-TZVPD basis set.

Values from the calculation:
- total energy (Ha) = -1173.2563
- HOMO-LUMO gap (eV) = 8.09
- multiplicity = 1
- E_HOMO (eV) = -7.788
- M (g/mol) = 354.22
- structure (SMILES) = C=CC(=O)N(CC)CC(=O)N[C@@H](Cc1cccc2ccccc12)B(O)O
- energy above the lowest of the compared OMol25 structures with the same formula, charge and spin (kJ/mol) = 0.0

Last column: Mulliken charge in e.
Atoms and positions in Å:
C (4.61652, 3.66340, -0.48092)  -0.918
C (3.67683, 3.50512, -1.38006)  -0.595
C (2.94160, 2.24680, -1.51137)  1.054
O (3.41519, 1.19061, -1.11309)  -0.674
N (1.70939, 2.20807, -2.16357)  0.245
C (0.87181, 3.39686, -2.37314)  -0.452
C (-0.27523, 3.51373, -1.40844)  -1.045
C (1.16590, 0.90957, -2.55827)  -1.229
C (0.39906, 0.33444, -1.40863)  0.565
O (-0.78099, 0.48083, -1.22376)  -0.658
N (1.13321, -0.40305, -0.47382)  -0.105
C (0.59848, -0.73787, 0.79272)  -0.438
C (0.42996, -2.25757, 0.92364)  -1.217
C (-0.91340, -2.72079, 0.47291)  0.489
C (-1.07999, -3.48227, -0.62559)  -0.501
C (-2.35689, -3.89273, -1.08919)  -0.729
C (-3.49672, -3.60174, -0.37632)  -0.975
C (-3.34158, -2.89114, 0.85996)  0.601
C (-4.44397, -2.53630, 1.64544)  -0.785
C (-4.32126, -1.74631, 2.73346)  -0.423
C (-3.07492, -1.26702, 3.12574)  -0.935
C (-1.99858, -1.58303, 2.36135)  -0.423
C (-2.07432, -2.37416, 1.20553)  1.201
B (1.36095, -0.06583, 2.01938)  0.879
O (1.09702, -0.63361, 3.24283)  -0.638
O (2.31137, 0.90488, 1.77459)  -0.804
H (5.24573, 4.56548, -0.47376)  0.269
H (4.87465, 2.87846, 0.14748)  0.343
H (3.48240, 4.29757, -2.08152)  0.392
H (0.52106, 3.40337, -3.43505)  0.298
H (1.55155, 4.24003, -2.22519)  0.222
H (-0.88996, 4.38325, -1.64218)  0.421
H (0.08297, 3.56813, -0.37053)  0.258
H (-0.88554, 2.63572, -1.48146)  0.265
H (1.98705, 0.22437, -2.79606)  0.405
H (0.50862, 1.01300, -3.42836)  0.459
H (2.15494, -0.35291, -0.48999)  0.501
H (-0.40626, -0.29077, 0.76230)  0.451
H (1.27653, -2.78770, 0.40735)  0.399
H (0.54456, -2.49691, 1.99980)  0.397
H (-0.23952, -3.67278, -1.24895)  0.424
H (-2.45496, -4.46993, -1.99230)  0.387
H (-4.43379, -3.97058, -0.73338)  0.427
H (-5.44175, -2.75935, 1.29354)  0.355
H (-5.20891, -1.46811, 3.30204)  0.355
H (-2.95597, -0.56130, 3.92812)  0.423
H (-1.02415, -1.32359, 2.76724)  0.378
H (1.61540, -0.33688, 3.98107)  0.283
H (2.52593, 1.12054, 0.83840)  0.398


A molecular structure, C19H23BaN2O6S at a distorted geometry, computed with ωB97M-V with the def2-TZVPD basis set.

Values from the calculation:
- charge = -1
- total energy (Ha) = -1722.4453
- HOMO-LUMO gap (eV) = 7.84
- multiplicity = 1
- E_HOMO (eV) = -5.534
- M (g/mol) = 544.80
- energy above the lowest of the compared OMol25 structures with the same formula, charge and spin (kJ/mol) = 336.4

Last column: Mulliken charge in e.
Atoms and positions in Å:
Ba (1.54088, 0.23249, -0.36922)  2.196
O (2.54873, -1.44232, -2.23654)  -0.700
C (3.60665, -0.84483, -2.97591)  -0.685
C (3.38257, 0.66039, -3.12522)  -0.694
N (3.13541, 1.28449, -1.83262)  0.188
C (4.29973, 1.23039, -0.94932)  -0.480
C (4.49797, -0.15712, -0.30443)  0.440
O (5.61942, -0.64655, -0.29060)  -0.724
O (3.42909, -0.68957, 0.17278)  -1.020
C (2.63697, 2.64922, -1.95926)  -0.654
C (2.09875, 3.19954, -0.61388)  0.640
O (2.21042, 4.40371, -0.40820)  -0.741
O (1.56605, 2.32974, 0.15004)  -0.838
H (2.84090, -1.38608, -1.30159)  0.502
H (3.63809, -1.30452, -3.96594)  0.438
H (4.56777, -1.03636, -2.49889)  0.263
H (2.49142, 0.80411, -3.74327)  0.319
H (4.23741, 1.11058, -3.65692)  0.294
H (4.13799, 1.92908, -0.12413)  0.353
H (5.22779, 1.52408, -1.45237)  0.277
H (1.79025, 2.65901, -2.65415)  0.338
H (3.39202, 3.34588, -2.34305)  0.266
C (-2.13038, 1.06548, 2.86658)  -1.031
C (-2.57653, 1.48229, 1.47151)  -0.383
S (-1.21321, 2.39749, 0.64084)  0.713
O (-1.56612, 2.44950, -0.80148)  -0.724
C (-1.59670, 4.07345, 1.30596)  -0.592
C (-2.84999, 4.66277, 0.68745)  -1.104
H (-2.85739, 0.39435, 3.32473)  0.354
H (-2.00976, 1.93121, 3.52210)  0.316
H (-1.17827, 0.53726, 2.80216)  0.222
H (-3.48765, 2.07930, 1.47744)  0.345
H (-2.71118, 0.61169, 0.82988)  0.196
H (-0.71006, 4.65364, 1.04444)  0.376
H (-1.64880, 3.98118, 2.39204)  0.295
H (-2.85882, 4.43636, -0.38011)  0.315
H (-2.87077, 5.74559, 0.81298)  0.379
H (-3.75520, 4.25166, 1.13417)  0.268
N (-4.84203, -7.91697, 1.19076)  -0.574
C (-4.21079, -6.95565, 1.12657)  0.107
C (-3.42445, -5.76765, 1.04936)  0.532
C (-2.12219, -5.75927, 1.55815)  -0.497
C (-1.35473, -4.61600, 1.48026)  -0.567
C (-1.85953, -3.45021, 0.88321)  0.380
C (-3.17280, -3.46791, 0.39021)  -0.481
C (-3.94449, -4.60865, 0.46838)  -0.560
C (-1.04473, -2.28954, 0.75285)  -1.536
C (-0.30590, -1.32512, 0.56271)  0.545
H (-1.72616, -6.66100, 2.00704)  0.418
H (-0.34609, -4.60353, 1.86941)  0.451
H (-3.56738, -2.56992, -0.06547)  0.445
H (-4.95421, -4.61716, 0.07852)  0.414